[1]
C5H38NO15 | ωB97M-V/def2-TZVPD

```
59
Properties=species:S:1:pos:R:3:forces:R:3
C 3.3184 2.7154 1.8283 3.453 0.657 -1.971
O 4.5850 2.2354 1.3620 -0.812 -0.104 -0.199
C 2.1371 1.9188 1.2026 -0.748 0.230 3.472
C 1.0034 2.4399 2.1265 -0.436 -0.015 0.065
C -0.3963 2.2514 1.5697 -0.998 0.459 -0.308
C -0.6998 3.3409 0.5187 -0.596 -0.861 0.693
O -1.9682 3.1166 -0.0350 -0.114 0.322 0.160
N 2.3031 0.5132 1.4538 -0.485 0.573 -3.416
H 3.3920 3.7272 1.4393 -0.920 0.222 0.130
H 3.3937 2.7618 2.9041 -0.966 -0.508 0.458
H 4.5770 1.2778 1.3623 0.390 -0.358 0.302
H 2.0123 2.1002 0.1274 0.529 0.117 -0.168
H 1.1027 1.9706 3.1072 0.190 -0.344 -0.094
H 1.1739 3.4993 2.3661 -0.119 -0.104 -0.425
H -1.1913 2.3356 2.3178 0.392 -0.023 0.321
H -0.5890 1.2680 1.1121 0.392 0.067 -0.054
H -0.7754 4.3210 1.0081 0.560 -0.139 -0.195
H 0.1082 3.2413 -0.2019 -0.027 0.755 -0.361
H 1.3814 0.1000 1.4511 -0.525 -0.702 0.987
H 2.7730 0.0359 0.6571 0.303 0.014 0.717
H 0.2974 3.5976 -2.2305 -0.289 -0.304 -0.194
H 1.5905 3.9126 -2.9474 -0.746 0.448 0.046
O 0.7430 4.3240 -2.6802 1.179 0.002 -0.062
H 0.9708 -0.9933 -2.3476 -1.359 -0.205 0.269
H 2.3256 -0.3287 -2.7293 -0.478 0.154 0.685
O 1.6804 -0.3935 -1.9939 1.923 0.692 -0.301
H -2.3079 0.3039 -3.5523 0.515 -0.502 -0.640
H -1.0142 1.6588 -2.7420 0.672 -0.074 0.021
O -1.3698 0.2538 -3.8502 -0.848 0.804 0.233
H -3.8585 0.0727 -2.2038 -0.398 -0.645 -0.275
H -3.9239 -1.2429 -2.9421 0.294 -0.810 0.469
O -4.2181 -0.3447 -3.0068 -0.142 1.737 -0.241
H 1.6900 -2.4297 -1.4138 -0.085 2.019 -0.533
H 3.1174 -3.1843 -0.9773 -3.155 0.463 -0.985
O 2.1080 -3.2396 -1.2080 3.486 -2.352 1.169
H -2.8602 -2.8237 1.7427 0.106 2.263 0.700
H -2.8090 -1.0261 1.9568 -0.746 -3.566 -0.976
O -3.1922 -1.8858 1.5099 0.466 1.611 0.619
H 0.2105 -0.5557 4.3394 0.128 -0.055 -0.268
H 1.1782 -0.9468 3.1918 0.206 0.235 -1.246
O 0.8834 -1.1815 4.0463 -0.404 -0.318 1.687
H -0.3808 -2.2986 -3.0368 -0.175 -0.125 0.127
H -0.9678 -0.4507 -3.2862 -0.185 -0.217 0.134
O -0.4167 -1.6767 -2.2988 0.314 -0.563 -0.066
H 1.5057 -3.4136 0.3895 -0.999 -0.787 0.596
H 0.1137 -3.8957 1.0952 1.737 0.532 -0.296
O 1.0762 -3.6937 1.2399 -0.350 0.232 0.334
H -1.7461 -4.5130 1.6271 -2.107 0.578 2.292
H -1.7051 -4.3714 3.1569 0.713 0.079 1.186
O -2.3513 -4.3197 2.4747 1.391 -0.805 -3.732
H -0.5117 -3.2192 -0.6591 0.555 0.228 -0.240
H -1.9668 -3.4223 -0.6955 -0.183 -0.163 0.573
O -1.1955 -3.6344 -0.1300 -0.702 -0.476 -0.442
H -1.8648 2.5652 -0.8186 0.313 -0.146 -0.180
H -0.0730 1.0982 -1.7150 0.241 -0.004 -0.146
O -0.4622 1.9485 -1.9657 -0.614 -0.470 -0.162
H -3.1079 -1.7546 -0.2723 0.719 -0.026 -0.102
H -1.9177 -1.8325 -1.5156 -1.455 0.619 0.726
O -2.9111 -1.8338 -1.2285 0.999 -0.341 -0.890
```
Positions in Å, forces in eV/Å.

The value obtained for the HOMO energy (spin up / spin down) is -0.361 / -0.361 hartree. Its expectation value of S² is 0.7554. As for the orbital gap (spin up / spin down): 8.9 / 2.8 eV. The energy relative to the best compared isomer or geometry (same formula, charge and spin) is 3.7117 eV. As for the spin multiplicity: 2. The value obtained for the LUMO energy (spin up / spin down) is -0.0358 / -0.2584 Eh.

[2]
ClHO4 | ωB97M-V/def2-TZVPD

```
6
Properties=species:S:1:pos:R:3:forces:R:3
O -0.3095 -1.4799 0.9861 -0.198 -2.221 0.450
O -0.9006 0.7633 0.6018 -1.083 0.594 0.782
O 1.3093 0.2628 1.2156 1.259 -0.203 0.605
O 0.3789 0.1914 -1.7363 -1.548 -0.560 2.895
Cl 0.1137 -0.2037 0.6758 -0.046 2.840 -4.715
H -0.5918 0.4662 -1.7431 1.617 -0.450 -0.018
```
Positions in Å, forces in eV/Å.

The value obtained for the HOMO energy (spin up / spin down) is -0.418 / -0.418 hartree. As for the orbital gap (spin up / spin down): 7.7 / 7.8 eV. The energy relative to the best compared isomer or geometry (same formula, charge and spin) is 2.5597 eV. The value obtained for the LUMO energy (spin up / spin down) is -0.1335 / -0.1334 Eh.

[3]
C14H27I2InO4PS2Ti | ωB97M-V/def2-TZVPD

```
52
Properties=species:S:1:pos:R:3:forces:R:3
I 0.4018 -2.9142 1.6775 0.072 -0.609 0.202
I 0.2544 0.7804 -4.9237 0.179 0.070 1.622
Ti 0.4625 0.7095 -2.3823 -0.580 -0.775 -2.785
In 0.3736 -0.4594 0.4660 -0.825 0.444 0.028
S 1.7202 -1.0524 -1.7703 0.933 -0.302 0.969
S -1.1768 -0.6180 -1.6002 -0.892 0.092 0.671
C 2.4010 0.5820 1.5937 2.133 0.514 2.404
C 3.6820 -1.1822 -1.7589 0.241 -0.084 -0.094
C -3.0809 -0.2406 -1.2585 -0.785 0.236 -0.017
C 4.0047 -1.0198 -3.2354 -0.254 -0.062 -0.352
C 4.2490 -0.0960 -0.8613 0.333 0.248 0.145
C 3.9084 -2.5876 -1.2148 -0.348 -0.250 -0.123
C -3.7026 -0.4382 -2.6377 0.464 -0.433 -0.382
C -3.1935 1.1662 -0.6929 0.127 0.345 0.250
C -3.4742 -1.3121 -0.2473 0.401 -0.308 0.055
C 2.1481 2.0966 -2.0075 4.910 4.776 -1.519
C -0.5439 2.5889 -1.8110 -2.664 5.580 -0.495
O 3.2181 0.8136 2.3523 -2.269 -0.538 -2.266
O 2.9843 2.8840 -2.2026 -4.256 -4.037 1.245
O -1.0347 3.6344 -1.8622 2.178 -4.723 0.494
H 3.6889 -0.0393 -3.6203 0.207 -0.156 0.123
H 3.4998 -1.7926 -3.8345 0.255 0.175 0.128
H 5.0871 -1.1113 -3.3974 -0.175 -0.048 0.142
H 3.5885 0.7748 -0.7921 0.279 -0.145 0.056
H 5.1992 0.2750 -1.2834 -0.268 -0.227 0.199
H 4.4534 -0.4703 0.1523 -0.032 0.094 -0.326
H 3.4882 -2.6950 -0.2013 0.259 0.074 -0.186
H 4.9856 -2.8003 -1.1610 -0.198 0.150 -0.046
H 3.4375 -3.3449 -1.8570 0.252 0.160 0.120
H -4.7818 -0.2401 -2.6210 0.180 0.032 0.228
H -3.5572 -1.4792 -2.9769 -0.181 0.398 0.105
H -3.2459 0.2248 -3.3892 -0.254 -0.085 0.271
H -4.0790 1.2242 -0.0335 0.256 -0.033 -0.411
H -3.3012 1.9274 -1.4753 -0.048 -0.228 0.117
H -2.3212 1.4122 -0.0665 -0.458 -0.048 -0.091
H -4.5487 -1.2365 -0.0115 0.331 0.083 -0.215
H -2.9096 -1.1933 0.6919 -0.228 0.053 -0.208
H -3.2765 -2.3191 -0.6355 -0.180 0.180 0.059
C 0.2248 0.4453 4.1551 -0.229 0.178 -0.176
P -1.2466 0.7061 3.1781 -0.795 0.240 1.598
C -2.3513 -0.6792 3.4751 0.102 0.380 -0.095
C -2.0246 2.2485 3.6236 0.045 -0.133 0.069
O -0.9021 0.7945 1.6761 1.496 -0.919 -1.813
H -0.0532 0.4048 5.2123 0.157 -0.034 -0.028
H 0.9089 1.2789 3.9880 0.053 -0.035 0.187
H 0.6863 -0.4997 3.8620 0.125 -0.047 0.188
H -2.5941 -0.7378 4.5436 0.023 -0.089 -0.185
H -3.2722 -0.5288 2.8986 0.141 -0.174 0.169
H -1.8438 -1.6027 3.1618 -0.248 0.004 0.123
H -1.3092 3.0488 3.4241 -0.092 0.077 0.013
H -2.9172 2.3823 3.0088 0.027 0.067 0.031
H -2.3138 2.2875 4.6823 0.098 -0.130 -0.193
```
Positions in Å, forces in eV/Å.

The value obtained for the HOMO energy (spin up / spin down) is -0.800 / -0.799 hartree. Its expectation value of S² is 0.7533. As for the orbital gap (spin up / spin down): 6.6 / 4.9 eV. The net charge is +4. The energy relative to the best compared isomer or geometry (same formula, charge and spin) is 0.0000 eV. As for the spin multiplicity: 2. The value obtained for the LUMO energy (spin up / spin down) is -0.5578 / -0.6210 Eh.

Q: Which value of energy relative to the best compared isomer or geometry (same formula, charge and spin) does entry 1 give?
A: 3.7117 eV

Q: Which of these has the lowest energy relative to the best compared isomer or geometry (same formula, charge and spin)?
A: C14H27I2InO4PS2Ti

Please write out number 2 again, unchanged.
ClHO4 | ωB97M-V/def2-TZVPD

```
6
Properties=species:S:1:pos:R:3:forces:R:3
O -0.3095 -1.4799 0.9861 -0.198 -2.221 0.450
O -0.9006 0.7633 0.6018 -1.083 0.594 0.782
O 1.3093 0.2628 1.2156 1.259 -0.203 0.605
O 0.3789 0.1914 -1.7363 -1.548 -0.560 2.895
Cl 0.1137 -0.2037 0.6758 -0.046 2.840 -4.715
H -0.5918 0.4662 -1.7431 1.617 -0.450 -0.018
```
Positions in Å, forces in eV/Å.

The value obtained for the HOMO energy (spin up / spin down) is -0.418 / -0.418 hartree. As for the orbital gap (spin up / spin down): 7.7 / 7.8 eV. The energy relative to the best compared isomer or geometry (same formula, charge and spin) is 2.5597 eV. The value obtained for the LUMO energy (spin up / spin down) is -0.1335 / -0.1334 Eh.